1.
{"formula": "C10H40O10", "method": "the ωB97M-V functional and the def2-TZVPD basis", "elements": ["O", "O", "O", "O", "O", "O", "O", "O", "O", "O", "C", "C", "C", "C", "C", "C", "C", "C", "C", "C", "H", "H", "H", "H", "H", "H", "H", "H", "H", "H", "H", "H", "H", "H", "H", "H", "H", "H", "H", "H", "H", "H", "H", "H", "H", "H", "H", "H", "H", "H", "H", "H", "H", "H", "H", "H", "H", "H", "H", "H"], "coordinates": [[-2.8373, 5.3453, -2.3294], [0.0286, 2.2075, -6.1091], [-3.8486, -1.9801, 2.6895], [1.6672, -4.2679, 4.4653], [-0.9297, 6.5987, 3.9175], [-2.1767, -6.4834, -3.2653], [-2.9644, -1.1668, -4.2866], [1.1608, -1.1504, 0.6396], [2.0070, -4.1730, -3.1032], [4.9587, 4.5025, 5.6993], [-2.6958, -6.7656, -2.0256], [3.0856, -4.3992, 4.4123], [1.3672, 2.3483, -5.6381], [-0.6339, 5.3328, 4.5349], [-3.6613, -0.5102, -3.2896], [5.5706, 3.8646, 4.5804], [2.8968, -3.5100, -4.0311], [1.8343, -0.0012, 0.2611], [-4.9774, -1.5828, 3.3892], [-1.9368, 5.4552, -1.2672], [-3.0989, -7.7670, -1.8752], [3.6047, -4.1715, -4.5305], [-1.2072, 7.1529, 4.6506], [-5.1637, -2.2914, 4.1962], [6.3476, 4.5075, 4.1667], [2.9126, -0.0643, 0.4074], [1.4432, 0.8507, 0.8174], [2.2694, -3.1822, -4.8600], [3.3917, -5.1415, 3.6752], [-4.7767, -0.5879, 3.7866], [-4.4489, -1.2040, -2.9954], [1.7177, 0.1728, -0.8086], [5.2293, 5.4184, 5.7966], [1.9853, 3.0646, -6.1793], [1.2903, -4.5454, -3.6222], [3.4491, -2.6993, -3.5558], [-3.2409, -1.2397, 2.6237], [-3.0356, -0.0575, -2.5204], [1.3467, 2.7236, -4.6150], [-5.8419, -1.3118, 2.7830], [-2.4638, 4.8661, -3.0727], [-1.5196, 4.7663, 4.8223], [3.5194, -4.8118, 5.3232], [1.9274, 1.4383, -5.8531], [4.7166, 3.7077, 3.9215], [-2.0333, -6.4498, -1.2196], [1.3678, -3.9616, 3.6062], [1.3066, -1.6950, -0.1375], [6.1413, 2.9532, 4.7586], [-0.3771, 1.4751, -5.6393], [-2.1061, 6.3795, -0.7149], [-2.6586, -7.0560, -3.8666], [-0.8644, 5.5128, -1.4534], [-2.8754, -2.0993, -4.0767], [0.0171, 4.7515, 3.8819], [-3.5447, -6.0929, -1.9031], [3.4486, -3.4013, 4.1662], [-4.1445, 0.2951, -3.8429], [0.0754, 5.5482, 5.3342], [-2.0216, 4.5826, -0.6195]], "relative_energy_kj_mol": 615.5, "gap_ha": 0.37567, "smiles": "CO.CO.CO.CO.CO.CO.CO.CO.CO.CO", "lumo_energy_ha": 0.00202, "e_tot_ha": -1157.1175, "homo_ev": -10.168, "max_force_ev_per_a": 2.6, "charge": 0}

=====

2.
{"formula": "C10H42O11", "method": "the ωB97M-V functional and the def2-TZVPD basis", "elements": ["O", "O", "O", "O", "O", "O", "O", "O", "O", "O", "O", "C", "C", "C", "C", "C", "C", "C", "C", "C", "C", "H", "H", "H", "H", "H", "H", "H", "H", "H", "H", "H", "H", "H", "H", "H", "H", "H", "H", "H", "H", "H", "H", "H", "H", "H", "H", "H", "H", "H", "H", "H", "H", "H", "H", "H", "H", "H", "H", "H", "H", "H", "H"], "coordinates": [[23.2760, -8.5510, -17.1304], [29.0036, -7.3658, -23.4346], [27.0940, -3.2754, -19.3098], [25.0652, -4.9009, -24.4392], [25.8237, -7.4467, -23.9700], [24.6038, -5.8729, -15.5921], [21.7137, -6.4558, -18.0116], [28.8348, -8.4915, -15.8116], [24.4183, -7.3477, -19.4240], [24.6461, -4.6162, -20.1760], [26.3397, -3.9649, -16.6938], [26.3908, -3.7764, -22.9182], [26.5590, -7.1433, -18.2388], [27.3890, -4.4724, -25.1765], [25.7542, -7.8190, -19.3097], [22.8266, -9.8486, -17.5143], [27.0230, -3.8764, -15.4994], [22.7230, -9.9390, -19.0315], [21.4684, -10.2955, -16.7976], [26.1169, -3.9272, -24.3707], [26.3545, -7.5291, -20.6563], [20.9284, -11.0366, -17.3870], [27.0355, -4.6595, -26.1904], [23.8087, -6.1291, -15.1248], [26.8298, -3.7224, -18.5056], [22.4336, -9.0066, -19.5160], [27.8740, -3.2053, -15.6162], [28.2045, -3.7492, -25.1707], [22.3108, -6.9909, -17.4887], [21.9705, -10.6695, -19.3286], [26.8038, -2.3713, -19.1882], [25.6265, -7.6682, -21.4555], [25.5799, -3.2118, -22.4580], [26.6410, -6.0566, -18.2156], [26.3284, -4.7386, -22.4099], [25.7827, -8.8930, -19.1254], [29.4752, -7.7801, -15.8015], [23.8239, -7.6260, -18.7234], [25.8555, -2.9446, -24.7634], [25.4163, -4.1139, -19.9101], [22.2440, -6.1563, -18.7501], [28.6133, -6.6952, -22.8741], [27.7375, -5.4402, -24.8157], [26.7859, -6.5326, -20.7510], [25.9952, -7.3785, -17.3361], [26.7342, -7.6855, -23.7964], [26.4962, -3.4452, -14.6481], [27.2788, -3.1759, -22.7208], [25.4486, -8.2206, -24.3903], [23.9467, -8.6039, -16.4455], [24.8916, -5.5292, -20.0264], [25.2916, -6.4204, -15.2135], [27.0883, -8.3228, -20.7962], [20.7949, -9.4568, -16.6212], [27.5915, -7.4656, -18.1042], [25.4879, -4.3756, -16.5284], [27.2578, -4.8916, -15.1794], [25.2609, -5.6980, -23.9411], [23.5361, -10.5915, -17.1500], [21.6712, -10.5994, -15.7706], [29.1500, -9.0886, -16.4901], [23.6670, -10.2169, -19.5002], [29.6710, -6.8993, -23.9378]], "relative_energy_kj_mol": 0.0, "gap_ha": [0.36786, 0.13901], "lumo_energy_ha": [-0.09124, -0.32008], "e_tot_ha": -1233.4478, "homo_ev": [-12.493, -12.492], "max_force_ev_per_a": 3.7, "charge": 1, "multiplicity": 2}

=====

3.
{"formula": "C10H44B2O12", "method": "the ωB97M-V functional and the def2-TZVPD basis", "elements": ["O", "O", "O", "O", "O", "O", "O", "O", "O", "O", "O", "O", "C", "C", "C", "C", "C", "C", "C", "C", "C", "C", "B", "B", "H", "H", "H", "H", "H", "H", "H", "H", "H", "H", "H", "H", "H", "H", "H", "H", "H", "H", "H", "H", "H", "H", "H", "H", "H", "H", "H", "H", "H", "H", "H", "H", "H", "H", "H", "H", "H", "H", "H", "H", "H", "H", "H", "H"], "coordinates": [[3.1541, 1.6237, 3.3094], [-3.0633, 0.9894, -1.9952], [0.4991, 3.0998, -1.3680], [4.4647, 1.6755, 0.3455], [-0.1611, -1.5095, 2.0266], [-2.7607, -0.0870, 2.3523], [-3.6487, -4.8376, -1.7540], [2.8913, 4.0611, -3.9449], [0.8776, -3.4254, 3.7815], [2.4549, 3.1483, 0.9954], [3.7372, -1.8890, 0.0690], [-1.4580, -1.8547, -2.4359], [-1.9987, -3.0403, -1.7352], [1.5345, 2.9728, 2.0484], [3.9548, 0.5473, -0.2966], [0.3614, -2.6727, 1.4440], [-3.1571, -3.7267, -2.4491], [0.3749, -3.8828, 2.4624], [2.2928, 3.2730, -2.9619], [3.4034, -0.5632, 0.6587], [0.8456, 3.6501, -2.6349], [1.8052, 1.7931, 3.0159], [-4.5524, 0.2948, 0.3386], [-0.9263, 0.2120, -0.1704], [0.7808, 4.7382, -2.6315], [1.5047, 3.7716, 2.7894], [2.7391, 3.5717, -4.7566], [-1.0260, 0.7917, 0.7341], [3.3139, 0.9053, -1.1022], [0.8629, -2.4659, 3.8089], [-4.1695, 1.2318, 0.7124], [2.2809, 2.2237, -3.2565], [-0.6554, -4.2359, 2.5059], [4.1042, -2.4077, 0.7886], [-4.9810, -0.1643, 1.2159], [-2.8363, -0.6307, 3.1398], [-0.1944, 2.4447, -1.4756], [0.8384, -4.6951, 1.9025], [-2.8809, -4.0284, -3.4595], [1.2510, 1.7490, 3.9535], [3.5428, 1.4926, 2.4415], [-3.8628, 0.5531, -1.6916], [-5.2398, 0.5447, -0.4547], [-0.8222, -1.4143, -1.8671], [0.5060, 3.0019, 1.6885], [-0.7185, 0.8259, -1.0331], [-3.5581, 0.1341, 1.8654], [-3.9386, -2.9670, -2.4291], [2.3172, -0.5212, 0.7393], [-3.7068, -0.2215, -0.0888], [2.0075, 3.5507, 0.2474], [2.8702, 3.4011, -2.0463], [1.5471, 0.8508, 2.5326], [3.9089, -0.3870, 1.6081], [-3.2128, 1.9324, -1.8953], [-2.3091, -2.6970, -0.7484], [-0.2115, -2.9855, 0.5710], [-2.3524, 0.7290, -1.4049], [-0.0437, -0.3916, -0.0255], [-2.0527, -0.3862, 1.7771], [4.7247, 0.0049, -0.8453], [-1.2567, -3.8388, -1.7357], [-0.1804, -0.9302, 1.2613], [0.1480, 3.2106, -3.3478], [3.7603, 2.3263, 0.3883], [1.3244, -2.3062, 1.0885], [-1.6780, -0.5463, -0.3256], [-3.3710, -5.6170, -2.2409]], "relative_energy_kj_mol": 216.2, "gap_ha": 0.33627, "lumo_energy_ha": -0.01485, "e_tot_ha": -1359.5227, "homo_ev": -9.554, "max_force_ev_per_a": 4.5, "charge": 0}